{"formula": "C22H29F7MoN6S3SbSi", "method": "ωB97M-V/def2-TZVPD", "relative_energy_kj_mol": 369.2, "s_squared": 3.78, "spin_multiplicity": 4, "homo_lumo_gap_ev": [5.7, 6.6], "homo_energy_ev": [-7.4, -8.3], "elements": ["Mo", "C", "S", "C", "S", "N", "N", "C", "C", "C", "C", "C", "C", "N", "H", "H", "H", "H", "H", "H", "H", "H", "C", "Si", "C", "C", "N", "C", "C", "C", "C", "C", "C", "F", "H", "H", "H", "H", "H", "H", "H", "H", "H", "H", "H", "H", "H", "F", "Sb", "F", "F", "F", "F", "F", "C", "N", "C", "C", "N", "C", "S", "H", "H", "H", "H", "H", "H", "C", "H", "H"], "xyz": [[0.273, -0.009, -0.062], [3.299, -4.103, 1.850], [1.966, -4.441, 0.683], [1.635, -2.894, -0.018], [2.381, -1.429, 0.538], [0.817, -2.946, -1.043], [0.595, -1.692, -1.490], [0.462, -1.455, -2.738], [0.653, -0.051, -3.079], [0.757, 0.396, -4.384], [1.261, 1.664, -4.622], [1.694, 2.417, -3.544], [1.522, 1.919, -2.264], [0.949, 0.739, -2.017], [3.655, -5.083, 2.163], [4.102, -3.559, 1.358], [2.923, -3.548, 2.707], [0.404, -2.246, -3.476], [0.471, -0.267, -5.189], [1.355, 2.039, -5.632], [2.160, 3.383, -3.674], [1.857, 2.477, -1.404], [3.814, 1.193, 0.930], [2.254, 1.525, 1.924], [1.588, 0.288, 3.147], [2.867, 2.882, 3.081], [0.931, 1.779, 0.684], [0.368, 3.065, 0.462], [0.706, 4.185, 1.241], [0.233, 5.464, 1.003], [-0.636, 5.714, -0.046], [-1.028, 4.642, -0.825], [-0.547, 3.376, -0.559], [-1.023, 2.407, -1.370], [4.485, 0.530, 1.483], [4.337, 2.141, 0.781], [3.645, 0.734, -0.043], [2.406, -0.230, 3.655], [0.940, -0.499, 2.768], [1.024, 0.834, 3.910], [3.620, 2.376, 3.694], [2.106, 3.266, 3.763], [3.355, 3.724, 2.587], [1.363, 4.051, 2.076], [0.553, 6.267, 1.653], [-1.002, 6.710, -0.251], [-1.712, 4.756, -1.657], [-0.372, -1.487, 0.973], [-0.489, -3.348, 3.235], [1.269, -2.764, 3.943], [-0.410, -5.276, 2.925], [-1.051, -3.791, 4.981], [-2.306, -3.386, 2.413], [-1.134, -1.510, 3.656], [-4.061, 1.932, -0.419], [-3.936, 0.709, 0.342], [-4.955, -0.079, 0.733], [-4.422, -1.221, 1.308], [-3.104, -1.146, 1.240], [-2.674, 0.012, 0.516], [-1.941, -0.449, -1.134], [-5.040, 2.364, -0.226], [-3.937, 1.733, -1.485], [-3.294, 2.640, -0.111], [-5.986, 0.199, 0.595], [-4.920, -2.053, 1.777], [-2.469, -1.822, 1.679], [-1.470, 0.757, 1.035], [-1.248, 0.465, 2.066], [-1.654, 1.825, 0.988]], "forces_ev_per_angstrom": [[-0.01, -0.48, 0.85], [-0.08, 0.15, 0.00], [0.10, 0.02, -0.09], [-0.06, -0.16, -0.10], [0.05, 0.18, -0.20], [-0.05, -0.04, 0.09], [-0.04, 0.13, -0.16], [0.00, 0.04, 0.02], [0.00, -0.08, 0.09], [-0.03, 0.00, -0.03], [0.00, -0.01, 0.04], [0.03, -0.02, -0.02], [-0.03, 0.05, 0.00], [0.02, 0.03, -0.57], [-0.02, 0.00, 0.01], [0.04, -0.05, 0.00], [0.00, -0.01, 0.00], [0.12, 0.01, -0.01], [0.03, 0.02, -0.02], [-0.01, -0.01, 0.00], [0.00, -0.01, -0.01], [-0.09, 0.02, 0.03], [0.05, -0.12, 0.03], [0.17, -0.10, 0.00], [0.09, -0.12, -0.06], [-0.19, 0.22, -0.06], [0.00, 0.08, -0.06], [-0.04, -0.07, 0.10], [-0.02, -0.02, -0.01], [0.00, 0.00, 0.02], [0.00, 0.02, -0.01], [-0.01, 0.03, 0.01], [0.07, 0.06, 0.07], [-0.03, -0.10, -0.10], [0.01, 0.04, -0.01], [-0.04, 0.02, 0.01], [0.02, 0.05, -0.02], [-0.01, 0.03, 0.01], [-0.01, 0.06, 0.04], [-0.01, 0.02, -0.02], [-0.01, -0.04, -0.03], [0.04, -0.04, 0.04], [0.03, -0.03, 0.01], [0.02, 0.01, 0.01], [0.00, -0.01, 0.00], [-0.01, -0.01, 0.01], [0.00, -0.01, 0.01], [-0.08, 0.09, 0.28], [-0.39, 0.47, 0.58], [0.02, -0.35, -0.09], [0.28, 0.07, 0.01], [-0.05, -0.02, -0.09], [-0.12, -0.14, -0.12], [0.18, -0.04, -0.21], [0.02, -0.05, -0.03], [-0.07, 0.10, 0.20], [0.00, 0.06, -0.05], [0.01, -0.02, 0.07], [0.06, 0.20, 0.15], [0.08, -0.18, -0.71], [0.17, 0.33, 0.00], [-0.01, 0.00, -0.01], [0.01, 0.01, 0.00], [-0.03, 0.01, 0.02], [0.00, 0.01, 0.03], [0.00, 0.01, 0.00], [-0.02, -0.22, -0.01], [-0.50, -0.09, 0.22], [0.12, -0.01, -0.03], [0.15, 0.01, -0.14]], "nbo_charge": [1.151, -0.763, 0.391, -0.059, -0.097, -0.370, -0.178, 0.048, 0.193, -0.224, -0.128, -0.247, 0.103, -0.446, 0.237, 0.227, 0.270, 0.226, 0.235, 0.230, 0.235, 0.234, -1.153, 1.816, -1.166, -1.138, -1.011, 0.162, -0.254, -0.196, -0.222, -0.267, 0.318, -0.335, 0.254, 0.235, 0.243, 0.265, 0.279, 0.246, 0.254, 0.236, 0.231, 0.233, 0.219, 0.221, 0.229, -0.567, 2.593, -0.705, -0.689, -0.691, -0.721, -0.728, -0.407, -0.320, -0.004, 0.041, -0.466, 0.192, -0.051, 0.217, 0.226, 0.223, 0.230, 0.255, 0.503, -0.588, 0.273, 0.217]}

=====

{"formula": "C12H16F9NO4S", "method": "ωB97M-V/def2-TZVPD", "spin_multiplicity": 1, "homo_lumo_gap_ev": 10.3, "smiles": "[H]/N=C\\C[C@@]1(CCC(F)(F)C(F)(F)S(F)(F)(F)(F)F)COC(=O)[C@]1(O)CCO", "homo_energy_ev": -9.8, "elements": ["H", "N", "C", "C", "C", "C", "C", "C", "F", "F", "C", "F", "F", "S", "F", "F", "F", "F", "F", "C", "O", "C", "O", "C", "O", "C", "C", "O", "H", "H", "H", "H", "H", "H", "H", "H", "H", "H", "H", "H", "H", "H", "H"], "xyz": [[0.996, -3.559, 1.509], [1.230, -3.670, 0.520], [0.548, -2.879, -0.175], [-0.465, -1.940, 0.480], [-0.658, -0.550, -0.207], [-0.303, 0.605, 0.758], [1.003, 1.377, 0.439], [2.174, 0.856, 1.271], [2.002, 1.405, 2.506], [2.116, -0.453, 1.492], [3.577, 1.326, 0.838], [3.567, 2.647, 0.878], [4.471, 0.967, 1.714], [4.179, 0.832, -0.866], [5.448, 1.761, -0.652], [5.019, -0.360, -0.230], [2.998, -0.196, -1.093], [3.408, 2.008, -1.563], [4.753, 0.426, -2.272], [-0.178, -0.472, -1.665], [-1.130, 0.368, -2.384], [-2.079, 0.788, -1.500], [-2.573, 1.843, -1.558], [-2.184, -0.402, -0.506], [-2.534, -1.500, -1.363], [-3.170, -0.389, 0.672], [-4.051, 0.837, 0.794], [-5.010, 0.793, -0.257], [0.708, -2.944, -1.248], [-0.156, -1.812, 1.517], [-1.408, -2.493, 0.528], [-1.086, 1.363, 0.821], [-0.190, 0.240, 1.779], [0.850, 2.398, 0.792], [1.224, 1.463, -0.622], [-0.195, -1.390, -2.248], [0.804, -0.046, -1.879], [-3.482, -1.465, -1.551], [-3.837, -1.244, 0.540], [-2.635, -0.572, 1.609], [-3.448, 1.750, 0.731], [-4.604, 0.840, 1.740], [-5.701, 1.445, -0.091]], "forces_ev_per_angstrom": [[0.18, -0.04, 0.02], [0.56, -0.74, 0.28], [-0.40, 0.39, 0.71], [0.55, -0.02, -0.92], [-1.61, -1.21, 0.52], [1.10, 0.54, -0.37], [-0.23, 0.20, 0.18], [-1.16, 0.92, -0.13], [0.29, 0.28, 0.61], [0.44, -1.12, -0.44], [-0.62, 0.24, -0.15], [-0.40, 1.24, -0.47], [0.96, -1.04, 0.95], [1.98, -1.06, 0.03], [-0.14, 0.41, -0.02], [-0.15, -0.20, 0.04], [-0.61, 0.25, -0.10], [-0.59, 0.11, 0.03], [-0.06, 0.01, -0.26], [0.07, 0.27, -1.41], [0.61, 0.88, 0.57], [1.26, -2.13, 0.18], [-1.31, 1.91, -0.08], [-0.64, 0.05, -0.67], [-0.03, -0.39, 0.20], [0.20, 0.27, 0.15], [-0.29, 0.32, 0.10], [-0.04, -0.14, -0.14], [-0.27, 0.28, -0.05], [0.13, 0.07, -0.06], [-0.06, 0.18, -0.29], [-0.13, -0.17, -0.30], [-0.23, -0.19, -0.07], [0.21, 0.04, -0.09], [-0.05, -0.20, 0.05], [-0.12, -0.37, 0.69], [-0.08, 0.11, 0.50], [0.16, 0.12, 0.08], [0.09, -0.02, 0.05], [-0.02, 0.18, -0.01], [-0.13, -0.02, 0.03], [0.35, -0.13, 0.14], [0.22, -0.05, -0.08]], "nbo_charge": [0.317, -0.586, 0.133, -0.471, -0.101, -0.403, -0.476, 0.635, -0.334, -0.313, 0.458, -0.301, -0.280, 2.372, -0.457, -0.459, -0.467, -0.451, -0.440, -0.091, -0.512, 0.773, -0.533, 0.231, -0.735, -0.480, -0.061, -0.734, 0.176, 0.215, 0.245, 0.228, 0.231, 0.249, 0.235, 0.216, 0.203, 0.487, 0.233, 0.224, 0.178, 0.169, 0.478]}

=====

{"formula": "C5H8O", "method": "ωB97M-V/def2-TZVPD", "relative_energy_kj_mol": 283.4, "spin_multiplicity": 1, "homo_lumo_gap_ev": 8.9, "homo_energy_ev": -8.0, "elements": ["C", "C", "C", "O", "C", "C", "H", "H", "H", "H", "H", "H", "H", "H"], "xyz": [[0.629, 0.833, 0.446], [0.297, 0.485, -1.009], [-0.456, -0.837, -1.113], [-0.157, -1.768, -0.036], [-0.120, -1.437, 1.228], [-0.243, 0.059, 1.432], [0.543, 1.909, 0.617], [1.668, 0.558, 0.656], [-0.334, 1.257, -1.460], [1.223, 0.445, -1.588], [-0.213, -1.392, -2.020], [-1.539, -0.678, -1.093], [-1.309, 0.312, 1.333], [0.044, 0.306, 2.458]], "forces_ev_per_angstrom": [[0.11, 0.03, -0.01], [0.06, 0.04, -0.10], [-0.15, 0.15, -0.09], [0.02, -0.17, 0.37], [0.13, 0.17, -0.21], [-0.04, -0.10, 0.06], [0.04, -0.11, -0.01], [-0.09, 0.09, -0.03], [0.09, -0.06, 0.04], [-0.12, -0.02, -0.02], [-0.04, 0.12, 0.11], [0.14, -0.01, 0.07], [-0.01, 0.02, -0.08], [-0.15, -0.15, -0.10]], "nbo_charge": [-0.403, -0.437, -0.100, -0.477, 0.303, -0.581, 0.218, 0.207, 0.214, 0.213, 0.204, 0.186, 0.225, 0.228]}

=====

In order of appearance, E = -100026.5559; -57673.2223; -7359.3181 eV.